[1]
C34H30N4O2SScSe | ωB97M-V/def2-TZVPD

The geometry in XYZ format:
```
73
C34H30N4O2SScSe ωB97M-V/def2-TZVPD
Sc 0.2923 -0.0654 0.3763
C -3.1300 -0.3997 -2.4821
C -3.4739 -1.1892 -1.2476
C -4.3989 -2.2256 -1.3189
C -4.7249 -2.9705 -0.1963
C -4.1231 -2.6728 1.0164
C -3.2009 -1.6372 1.1248
C -2.5865 -1.2978 2.4539
C -2.8760 -0.8962 -0.0162
N -1.8848 0.1285 0.0509
C -2.3274 1.4039 -0.0884
O -3.4787 1.8229 -0.0832
C -1.1967 2.3834 -0.3204
C -1.2950 3.7515 -0.1819
C -0.1679 4.5106 -0.4757
C 1.0137 3.8970 -0.8832
C 1.0292 2.5228 -0.9615
N -0.0656 1.8118 -0.7132
C 2.2322 1.6625 -1.2784
O 3.1902 2.1392 -1.8731
N 2.0527 0.4053 -0.8150
C 3.1012 -0.5246 -1.1000
C 3.0137 -1.2825 -2.2702
C 1.8594 -1.0770 -3.2145
C 3.9917 -2.2340 -2.5359
C 5.0456 -2.4274 -1.6563
C 5.1243 -1.6604 -0.5029
C 4.1602 -0.7024 -0.2099
C 4.2400 0.1089 1.0524
H -3.3947 -0.9589 -3.3794
H -2.0667 -0.1664 -2.5183
H -3.6711 0.5501 -2.4935
H -4.8636 -2.4516 -2.2742
H -5.4448 -3.7782 -0.2662
H -4.3730 -3.2502 1.9018
H -3.0506 -1.8746 3.2559
H -2.7101 -0.2377 2.6739
H -1.5146 -1.5045 2.4739
H -2.2258 4.1845 0.1589
H -0.2068 5.5888 -0.3786
H 1.9110 4.4546 -1.1138
H 1.8884 -0.0774 -3.6555
H 0.9050 -1.1679 -2.6946
H 1.8809 -1.8125 -4.0192
H 3.9232 -2.8312 -3.4404
H 5.8041 -3.1730 -1.8688
H 5.9488 -1.8063 0.1882
H 5.1747 -0.0912 1.5792
H 3.4170 -0.1326 1.7233
H 4.1690 1.1777 0.8478
Se 1.0344 -2.4161 1.2950
C 0.1081 -3.9268 0.5971
C -0.7205 -4.6870 1.4153
C -1.3539 -5.7996 0.8805
N -1.2231 -6.2007 -0.3860
C -0.4259 -5.4609 -1.1611
C 0.2532 -4.3319 -0.7269
H -0.8686 -4.4083 2.4510
H -2.0094 -6.4011 1.5048
H -0.3238 -5.7912 -2.1913
H 0.8958 -3.7781 -1.4004
S 0.7295 1.3991 2.3685
C 0.2876 0.5465 3.8622
C 1.1463 -0.3884 4.4376
C 0.8026 -1.0321 5.6197
C -0.4030 -0.7508 6.2509
C -1.2608 0.1870 5.6895
C -0.9167 0.8320 4.5075
H 2.0805 -0.6204 3.9414
H 1.4797 -1.7631 6.0486
H -0.6717 -1.2589 7.1700
H -2.2076 0.4134 6.1688
H -1.5792 1.5673 4.0681
```

Properties
Kohn-Sham gap = 7.738 eV
Net charge = -1
Max |F| = 0.38 eV/A
DFT total energy = -5243.794442 Ha
Relative energy (zero: lowest compared OMol25 entry of this formula, charge and spin) = 0.0 kJ/mol
HOMO energy = -5.5 eV

=====

[2]
C3H5FO | ωB97M-V/def2-TZVPD

The geometry in XYZ format:
```
10
C3H5FO ωB97M-V/def2-TZVPD
C -1.1895 -0.6544 -1.7780
O -1.0321 -0.6882 -0.2444
C 0.1345 -0.0624 -0.0427
C 0.5720 0.2816 1.1199
F 1.5768 1.1556 1.2443
H -2.1346 0.2195 -1.9167
H -1.6847 -1.7590 -2.1784
H 0.0670 -0.4829 -1.9594
H 0.7937 -0.2783 -1.0308
H -0.0772 0.0175 2.0459
```

Properties
Kohn-Sham gap = 9.685 eV
Net charge = 0
Max |F| = 5.10 eV/A
DFT total energy = -292.230009 Ha
Relative energy (zero: lowest compared OMol25 entry of this formula, charge and spin) = 436.6 kJ/mol
SMILES = CO/C=C/F
HOMO energy = -8.8 eV

=====

[3]
C5H9N | ωB97M-V/def2-TZVPD

The geometry in XYZ format:
```
15
C5H9N ωB97M-V/def2-TZVPD
C 2.1356 0.8296 0.4069
C 1.3661 -0.2166 0.6674
C 0.0427 -0.3784 0.0239
C -0.1293 -1.2368 -1.2002
C -0.8768 0.5661 0.3244
N -2.2265 0.5227 0.0464
H 2.1766 1.4422 -0.4866
H 2.9525 1.0812 1.0798
H 1.7135 -0.9299 1.4073
H -1.0766 -1.0994 -1.7195
H 0.6687 -1.0107 -1.9133
H -0.0589 -2.3184 -1.0223
H -0.6405 1.1957 1.1730
H -2.5822 -0.1308 -0.6248
H -2.8852 0.9378 0.6735
```

Properties
Kohn-Sham gap = 8.724 eV
Net charge = 0
Max |F| = 2.39 eV/A
DFT total energy = -250.604311 Ha
Relative energy (zero: lowest compared OMol25 entry of this formula, charge and spin) = 164.4 kJ/mol
SMILES = C=C/C(C)=C/N
HOMO energy = -7.7 eV

=====

[4]
C53H50CsN7OSSbSeSiTe | ωB97M-V/def2-TZVPD

The geometry in XYZ format:
```
117
C53H50CsN7OSSbSeSiTe ωB97M-V/def2-TZVPD
Cs -0.3495 0.0304 1.5791
C -2.8224 -3.0524 1.4935
Si -1.4816 -3.9239 2.4892
C -1.3510 -5.6383 1.6926
C -2.2543 -4.2146 4.1959
N -0.0881 -2.9790 2.4352
C 1.1210 -3.3082 2.9321
C 1.4055 -4.4671 3.7116
C 2.6762 -4.7975 4.1448
C 3.7684 -3.9944 3.8310
C 3.5389 -2.8475 3.0815
C 2.2655 -2.5065 2.6746
O 2.0856 -1.3773 1.8614
C 2.6453 -0.1934 2.2535
C 2.9496 0.1301 3.5713
C 3.4120 1.4047 3.8735
C 3.5840 2.3551 2.8807
C 3.2989 2.0204 1.5632
C 2.8478 0.7498 1.2510
H -3.6781 -3.7237 1.3672
H -2.4800 -2.7714 0.4949
H -3.1926 -2.1480 1.9866
H -2.2766 -6.2032 1.8363
H -0.5295 -6.2285 2.1069
H -1.1775 -5.5449 0.6165
H -3.2612 -4.6312 4.0998
H -2.3283 -3.2731 4.7480
H -1.6645 -4.9051 4.8045
H 0.5755 -5.1184 3.9607
H 2.8187 -5.6969 4.7342
H 4.7689 -4.2542 4.1503
H 4.3652 -2.2081 2.7909
H 2.8370 -0.6117 4.3517
H 3.6398 1.6514 4.9041
H 3.9268 3.3501 3.1284
H 3.4290 2.7543 0.7788
H 2.6576 0.4520 0.2254
C -6.5575 -1.3492 -0.8393
N -6.2378 -0.0601 -1.4119
C -7.1503 0.9110 -1.7618
C -6.4602 1.9845 -2.1629
N -5.1022 1.6834 -2.0616
C -4.9526 0.3877 -1.5799
S -3.6173 -0.5468 -1.2693
C -4.0804 2.6563 -2.2908
C -4.4290 3.9925 -2.4749
C -3.4071 4.9001 -2.6974
C -2.0958 4.4631 -2.7132
C -1.8655 3.1105 -2.5229
N -2.8384 2.2246 -2.3274
H -7.5927 -1.5869 -1.0778
H -6.4195 -1.3369 0.2425
H -5.8896 -2.1002 -1.2547
H -8.2117 0.7443 -1.7236
H -6.8257 2.9119 -2.5556
H -5.4515 4.3330 -2.4267
H -3.6397 5.9482 -2.8369
H -1.2689 5.1456 -2.8381
H -0.8547 2.7234 -2.5022
Se 0.2797 0.4500 5.6426
N -1.0497 1.2864 6.4591
C -1.7453 1.8826 5.5101
C -2.9093 2.6874 5.7058
C -3.4897 3.2149 4.6052
C -2.9493 2.9544 3.2978
N -1.8989 2.2362 3.0579
C -1.2770 1.7001 4.1545
N -0.1869 0.9654 4.0290
H -3.2921 2.8560 6.7033
H -4.3711 3.8355 4.6939
H -3.4322 3.3848 2.4255
Te 0.3820 4.2035 0.9784
C 2.0831 5.1711 0.1737
C 2.1808 5.4684 -1.1920
C 3.2896 6.1150 -1.7208
C 4.3514 6.4777 -0.9006
C 4.2821 6.1797 0.4537
C 3.1661 5.5401 0.9795
H 1.3725 5.1722 -1.8511
H 3.3244 6.3362 -2.7821
H 5.2171 6.9844 -1.3090
H 5.1050 6.4442 1.1086
H 3.1240 5.3279 2.0411
C -0.4564 -3.7194 -6.1767
C -1.2813 -2.6425 -5.8831
C -1.0653 -1.9002 -4.7297
C -0.0195 -2.2138 -3.8608
C 0.7939 -3.3036 -4.1584
C 0.5753 -4.0513 -5.3097
Sb 0.3132 -0.9067 -2.1795
C 1.8702 -2.1402 -1.3816
C 1.4839 -3.2075 -0.5726
C 2.4298 -4.0865 -0.0647
C 3.7747 -3.8944 -0.3497
C 4.1693 -2.8286 -1.1465
C 3.2197 -1.9558 -1.6665
C 1.5896 0.4587 -3.2481
C 2.1252 1.5310 -2.5303
C 2.9309 2.4768 -3.1494
C 3.1998 2.3680 -4.5073
C 2.6546 1.3202 -5.2363
C 1.8516 0.3719 -4.6123
H -0.6202 -4.3005 -7.0760
H -2.0933 -2.3813 -6.5508
H -1.7228 -1.0670 -4.5024
H 1.6053 -3.5750 -3.4943
H 1.2178 -4.8952 -5.5303
H 0.4424 -3.3495 -0.3033
H 2.1180 -4.8984 0.5810
H 4.5154 -4.5626 0.0721
H 5.2190 -2.6747 -1.3667
H 3.5362 -1.1337 -2.2986
H 1.8897 1.6607 -1.4777
H 3.3297 3.3037 -2.5742
H 3.8242 3.1051 -4.9971
H 2.8507 1.2388 -6.2989
H 1.4387 -0.4406 -5.1987
```

Properties
Kohn-Sham gap = 4.208 eV
Net charge = -1
Max |F| = 2.32 eV/A
DFT total energy = -6125.754231 Ha
Relative energy (zero: lowest compared OMol25 entry of this formula, charge and spin) = 123.2 kJ/mol
HOMO energy = -3.5 eV

=====

[5]
C4H11N2S | ωB97M-V/def2-TZVPD

The geometry in XYZ format:
```
18
C4H11N2S ωB97M-V/def2-TZVPD
N 2.0011 0.6403 1.9922
C 1.4355 -0.1495 0.8363
N 0.8434 0.7229 -0.1455
C -0.6184 0.9169 0.0111
C -1.3915 0.1191 -1.1679
C -1.3328 -1.3830 -0.9180
S -2.8086 -2.3637 -1.3297
H 3.0024 0.6167 1.8777
H 1.6376 1.5605 1.8117
H 2.2837 -0.7078 0.4162
H 0.7639 -0.9127 1.2289
H 1.1090 0.6385 -1.1072
H -1.0907 0.4971 0.8961
H -0.8653 1.9736 -0.1166
H -0.8807 0.4834 -2.0738
H -2.3555 0.6094 -1.0085
H -0.4210 -1.7702 -1.3794
H -1.3120 -1.4914 0.1763
```

Properties
Kohn-Sham gap = 5.876 eV
Net charge = -1
Max |F| = 3.07 eV/A
DFT total energy = -666.690057 Ha
Relative energy (zero: lowest compared OMol25 entry of this formula, charge and spin) = 148.4 kJ/mol
SMILES = NCNCCC[S-]
HOMO energy = -2.2 eV

=====

[6]
C6H6O3 | ωB97M-V/def2-TZVPD

The geometry in XYZ format:
```
15
C6H6O3 ωB97M-V/def2-TZVPD
C 0.4298 1.1522 0.1622
C 1.7306 0.5385 -0.0024
C -0.8438 0.7330 0.1301
C 2.0724 -0.7293 0.0384
C -0.8989 -1.8476 -0.3863
C -1.5143 -0.5690 -0.0831
O -1.3273 -1.6185 0.8954
O 3.1293 -1.4697 -0.1996
O -2.8377 -0.4346 -0.4708
H 0.5251 2.2157 0.3537
H 2.5372 1.2821 -0.0646
H -1.5883 1.5123 0.2872
H -1.3047 -2.6573 -0.9663
H 3.0964 -2.2939 0.3070
H -3.2823 0.2237 0.0806
```

Properties
Kohn-Sham gap (spin up / spin down) = 8.693 / 8.273 eV
Net charge = 0
Max |F| = 1.70 eV/A
DFT total energy = -457.706945 Ha
Relative energy (zero: lowest compared OMol25 entry of this formula, charge and spin) = 604.3 kJ/mol
HOMO energy (spin up / spin down) = -8.3 / -8.3 eV

=====

[7]
C21H36N2O3 | ωB97M-V/def2-TZVPD

The geometry in XYZ format:
```
62
C21H36N2O3 ωB97M-V/def2-TZVPD
C -5.7507 -3.0456 0.1948
C -4.7964 -2.0685 -0.4808
C -3.3390 -2.3734 -0.1441
C -2.3823 -1.3993 -0.8232
C -0.9265 -1.7051 -0.4759
C 0.0017 -0.6788 -1.0882
O -0.4103 0.3201 -1.6492
N 1.3422 -0.9117 -0.9929
C 1.9724 -2.0318 -0.3434
C 3.1375 -1.5996 0.5767
C 3.8552 -2.8358 1.1107
C 2.6211 -0.7427 1.7518
N 1.9548 0.4531 1.2954
C 0.6382 0.6326 1.6049
O 0.0380 -0.2116 2.2443
C -0.0116 1.9139 1.1327
C -1.4646 1.9855 1.5958
C -2.1988 3.2102 1.0529
C -2.3022 3.2352 -0.4815
C -1.3938 4.2823 -1.1180
C 2.7668 1.2924 0.4563
C 3.3608 0.5126 -0.7416
C 4.3069 1.4170 -1.5261
C 2.2512 -0.0162 -1.6708
C 4.0810 -0.7093 -0.2068
O 5.2506 -0.9385 -0.3757
H -5.6402 -2.9999 1.2760
H -6.7824 -2.8092 -0.0551
H -5.5450 -4.0646 -0.1266
H -4.9338 -2.1161 -1.5635
H -5.0328 -1.0509 -0.1626
H -3.1037 -3.3942 -0.4571
H -3.2000 -2.3182 0.9382
H -2.6147 -0.3799 -0.5120
H -2.5109 -1.4438 -1.9066
H -0.6642 -2.7023 -0.8363
H -0.8037 -1.6778 0.6100
H 1.2443 -2.5704 0.2611
H 2.3753 -2.7177 -1.1028
H 4.2566 -3.4225 0.2882
H 4.6861 -2.5392 1.7454
H 3.1726 -3.4538 1.6882
H 1.9036 -1.3113 2.3479
H 3.4724 -0.4669 2.3868
H 0.5478 2.7709 1.5159
H 0.0113 1.9306 0.0426
H -1.9768 1.0796 1.2690
H -1.4912 1.9962 2.6874
H -1.6936 4.1151 1.3988
H -3.2003 3.2157 1.4876
H -2.0511 2.2537 -0.8870
H -3.3310 3.4522 -0.7753
H -1.4757 4.2435 -2.2019
H -0.3535 4.1135 -0.8502
H -1.6722 5.2820 -0.7890
H 2.1831 2.1278 0.0742
H 3.6016 1.6939 1.0477
H 4.7512 0.8664 -2.3511
H 3.7727 2.2766 -1.9228
H 5.1128 1.7645 -0.8845
H 1.6587 0.8117 -2.0678
H 2.7246 -0.5423 -2.5108
```

Properties
Kohn-Sham gap = 9.498 eV
Net charge = 0
Max |F| = 0.52 eV/A
DFT total energy = -1157.089204 Ha
Relative energy (zero: lowest compared OMol25 entry of this formula, charge and spin) = 0.0 kJ/mol
SMILES = CCCCCC(=O)N1C[C@]2(C)CN(C(=O)CCCCC)C[C@](C)(C1)C2=O
HOMO energy = -8.9 eV

=====

[8]
C5H12N | ωB97M-V/def2-TZVPD

The geometry in XYZ format:
```
18
C5H12N ωB97M-V/def2-TZVPD
C 2.4583 0.0716 0.6044
C 1.1697 0.2317 0.7829
C 0.4324 1.1800 1.6431
C 0.0738 -0.8571 -0.1633
N -0.7698 -0.0126 -1.0232
C -2.0378 -0.6556 -1.4347
H 2.8775 -0.6636 -0.0596
H 3.1697 0.6790 1.1406
H -0.2606 0.6569 2.3001
H -0.1236 1.9179 1.0624
H 1.1412 1.7227 2.2630
H 0.6876 -1.5468 -0.7278
H -0.5276 -1.3682 0.5803
H -0.2384 0.2537 -1.8605
H -0.9797 0.8491 -0.4997
H -2.6765 -0.8010 -0.5663
H -2.5624 -0.0332 -2.1564
H -1.8337 -1.6244 -1.8854
```

Properties
Kohn-Sham gap = 10.680 eV
Net charge = +1
Max |F| = 4.65 eV/A
DFT total energy = -252.166936 Ha
Relative energy (zero: lowest compared OMol25 entry of this formula, charge and spin) = 168.5 kJ/mol
SMILES = C=C(C)C[NH2+]C
HOMO energy = -14.0 eV